{"formula": "CH3IOS", "method": "ωB97M-V with the def2-TZVPD basis set", "species": ["C", "O", "S", "I", "H", "H", "H"], "xyz": [[0.360, -1.568, -0.369], [-1.614, 1.062, 0.022], [-0.544, 2.044, -0.108], [1.498, 0.055, 0.149], [0.197, -2.238, 0.452], [0.627, -1.973, -1.326], [-0.523, 2.619, 1.180]], "energy_ev": -22064.7619, "charge": 0, "homo_ev": [-8.564, -8.136], "e_above_lowest_kj_mol": 320.1, "e_lumo_ev": [-0.775, -0.671]}



{"formula": "C5H11N", "method": "ωB97M-V with the def2-TZVPD basis set", "species": ["C", "N", "C", "C", "C", "C", "H", "H", "H", "H", "H", "H", "H", "H", "H", "H", "H"], "xyz": [[-1.968, 0.014, -0.532], [-0.766, -0.751, -0.282], [-0.316, -0.858, 1.093], [0.502, -0.110, 0.086], [1.696, -0.762, -0.569], [0.614, 1.402, 0.222], [-1.920, 0.420, -1.566], [-2.846, -0.634, -0.462], [-2.124, 0.850, 0.172], [-0.824, -0.272, 1.857], [-0.012, -1.848, 1.412], [2.624, -0.568, -0.015], [1.550, -1.843, -0.633], [1.823, -0.407, -1.597], [-0.259, 1.861, 0.713], [0.746, 1.874, -0.755], [1.481, 1.633, 0.857]], "smiles": "CN1CC1(C)C", "energy_ev": -6852.3840, "charge": 0, "homo_ev": -8.806, "e_above_lowest_kj_mol": 110.4, "e_lumo_ev": 1.085}



{"formula": "C32H33As2N2O10Rb", "method": "ωB97M-V with the def2-TZVPD basis set", "species": ["Rb", "C", "O", "C", "C", "C", "C", "C", "C", "N", "N", "C", "C", "O", "C", "C", "C", "C", "C", "C", "C", "C", "H", "H", "H", "H", "H", "H", "H", "H", "H", "H", "H", "H", "H", "C", "O", "C", "O", "C", "C", "As", "C", "C", "C", "As", "C", "C", "O", "O", "C", "C", "O", "O", "C", "C", "O", "O", "C", "H", "H", "H", "H", "H", "H", "H", "H", "H", "H", "H", "H", "H", "H", "H", "H", "H", "H", "C", "H", "H"], "xyz": [[-2.828, -1.619, -2.330], [-3.900, -1.222, 0.679], [-3.284, -0.193, -0.091], [-2.832, 0.910, 0.558], [-3.103, 1.093, 1.917], [-2.702, 2.225, 2.604], [-2.038, 3.229, 1.921], [-1.778, 3.053, 0.577], [-2.122, 1.907, -0.146], [-1.687, 2.031, -1.492], [-1.412, 1.032, -2.215], [-0.840, 1.292, -3.453], [-0.528, 0.103, -4.212], [-0.769, -1.072, -3.860], [0.129, 0.282, -5.506], [0.449, 1.486, -5.993], [0.144, 2.687, -5.264], [0.499, 3.921, -5.822], [0.232, 5.110, -5.187], [-0.421, 5.056, -3.954], [-0.781, 3.853, -3.383], [-0.507, 2.603, -4.002], [-4.903, -0.922, 0.996], [-3.286, -1.496, 1.538], [-3.998, -2.076, 0.023], [-3.615, 0.312, 2.458], [-2.902, 2.305, 3.664], [-1.714, 4.129, 2.429], [-1.250, 3.817, 0.018], [0.347, -0.633, -6.043], [0.942, 1.583, -6.956], [1.000, 3.913, -6.785], [0.512, 6.057, -5.631], [-0.658, 5.973, -3.426], [-1.291, 3.861, -2.441], [-1.862, -0.480, 5.232], [-0.841, -0.294, 4.277], [-0.815, -1.220, 3.282], [-1.783, -1.968, 3.107], [0.331, -1.140, 2.418], [1.522, -0.460, 2.754], [2.632, 0.336, 1.387], [1.293, 1.098, 0.179], [2.888, -1.364, 0.372], [1.929, -2.262, 0.172], [0.053, -2.138, 0.777], [0.023, -3.970, 1.510], [2.293, -3.550, -0.517], [2.944, -4.410, 0.024], [1.805, -3.765, -1.749], [1.271, -2.638, -2.478], [4.272, -1.578, -0.149], [4.586, -1.431, -1.303], [5.229, -1.896, 0.751], [4.841, -2.243, 2.084], [2.007, -0.459, 4.107], [1.625, -1.124, 5.057], [3.059, 0.434, 4.284], [3.634, 0.410, 5.573], [-1.720, 0.305, 5.973], [-1.777, -1.459, 5.708], [-2.856, -0.394, 4.788], [0.915, 2.014, 0.632], [0.447, 0.442, -0.023], [1.782, 1.342, -0.765], [0.842, -4.122, 2.211], [0.095, -4.686, 0.690], [-0.927, -4.080, 2.025], [1.106, -2.991, -3.491], [1.979, -1.812, -2.483], [0.325, -2.299, -2.065], [5.720, -2.705, 2.528], [4.014, -2.952, 2.080], [4.570, -1.357, 2.661], [4.438, 1.144, 5.554], [4.035, -0.576, 5.817], [2.901, 0.672, 6.340], [-5.561, -1.749, -3.315], [-6.432, -1.212, -2.875], [-5.933, -2.001, -4.334]], "energy_ev": -179502.6570, "charge": -2, "homo_ev": [-0.977, -1.574], "e_above_lowest_kj_mol": 129.3, "e_lumo_ev": [3.920, 3.882]}



{"formula": "C32H51AgN4SbSi3", "method": "ωB97M-V with the def2-TZVPD basis set", "species": ["Ag", "C", "Sb", "C", "C", "C", "C", "C", "C", "N", "Si", "C", "C", "C", "C", "C", "C", "C", "C", "C", "N", "Si", "C", "C", "C", "Si", "C", "C", "C", "H", "H", "H", "H", "H", "H", "H", "H", "H", "H", "H", "H", "H", "H", "H", "H", "H", "H", "H", "H", "H", "H", "H", "H", "H", "H", "H", "H", "H", "H", "H", "H", "H", "H", "H", "H", "H", "H", "C", "C", "C", "C", "C", "C", "C", "H", "H", "H", "H", "H", "H", "H", "C", "N", "C", "C", "N", "H", "H", "H", "H", "H", "H"], "xyz": [[1.854, 0.554, 0.595], [-2.593, 1.974, 2.151], [-0.931, 1.667, 0.740], [-0.052, -0.008, 1.792], [-0.431, -1.366, 1.468], [-0.407, -2.413, 2.437], [-0.805, -3.686, 2.115], [-1.204, -3.977, 0.809], [-1.186, -2.918, -0.081], [-0.843, -1.673, 0.217], [0.527, 0.467, 3.470], [2.122, -0.406, 3.963], [-0.707, 0.100, 4.859], [0.879, 2.307, 3.579], [-2.235, 1.077, -1.008], [-1.255, 0.440, -1.969], [-1.605, -0.002, -3.253], [-0.628, -0.477, -4.104], [0.692, -0.492, -3.680], [0.964, -0.009, -2.412], [0.021, 0.436, -1.587], [-3.796, 0.080, -0.612], [-4.450, -0.903, -2.081], [-5.233, 1.191, -0.114], [-3.669, -1.217, 0.728], [-2.565, 2.778, -1.794], [-0.982, 3.435, -2.535], [-3.804, 2.702, -3.218], [-3.195, 4.064, -0.587], [-2.168, 2.420, 3.052], [-3.052, 1.031, 2.428], [-3.347, 2.655, 1.763], [-0.109, -2.195, 3.450], [-0.811, -4.457, 2.880], [-1.532, -4.962, 0.506], [-1.499, -3.076, -1.112], [2.012, -1.490, 3.990], [2.444, -0.077, 4.956], [2.914, -0.170, 3.249], [-0.708, -0.950, 5.152], [-1.726, 0.363, 4.571], [-0.441, 0.688, 5.743], [1.603, 2.620, 2.824], [1.290, 2.527, 4.568], [-0.015, 2.919, 3.451], [-2.631, 0.046, -3.579], [-0.895, -0.821, -5.097], [1.492, -0.848, -4.314], [1.979, 0.027, -2.029], [-4.779, -0.287, -2.917], [-5.314, -1.471, -1.724], [-3.716, -1.617, -2.455], [-5.429, 2.001, -0.813], [-5.091, 1.625, 0.874], [-6.131, 0.568, -0.074], [-3.238, -2.136, 0.340], [-4.688, -1.435, 1.066], [-3.071, -0.925, 1.585], [-0.602, 2.782, -3.320], [-0.199, 3.542, -1.781], [-1.174, 4.417, -2.975], [-3.317, 2.380, -4.139], [-4.204, 3.704, -3.390], [-4.646, 2.040, -3.035], [-2.474, 4.258, 0.208], [-4.144, 3.801, -0.126], [-3.335, 4.993, -1.147], [3.126, 2.109, -0.285], [4.440, 1.631, -0.702], [4.655, 1.071, -1.975], [5.888, 0.576, -2.363], [6.976, 0.612, -1.497], [6.788, 1.160, -0.232], [5.555, 1.655, 0.155], [2.516, 2.436, -1.133], [3.175, 2.915, 0.449], [3.821, 1.033, -2.669], [6.005, 0.157, -3.357], [7.941, 0.225, -1.799], [7.619, 1.201, 0.465], [5.430, 2.065, 1.151], [2.579, -4.575, 1.359], [3.133, -4.008, 0.140], [3.244, -4.859, -1.030], [3.106, -2.693, -0.033], [3.110, -1.550, -0.193], [3.233, -5.372, 1.716], [1.576, -4.971, 1.187], [2.510, -3.796, 2.116], [3.871, -5.721, -0.791], [3.709, -4.300, -1.838], [2.262, -5.214, -1.358]], "energy_ev": -74144.1522, "charge": -1, "homo_ev": -3.414, "e_above_lowest_kj_mol": 0.0, "e_lumo_ev": 2.507}



{"formula": "C41H41CsN8O3S2", "method": "ωB97M-V with the def2-TZVPD basis set", "species": ["Cs", "C", "C", "N", "N", "C", "S", "S", "C", "C", "C", "C", "C", "C", "C", "C", "C", "C", "C", "C", "C", "O", "H", "H", "H", "H", "H", "H", "H", "H", "H", "H", "H", "H", "H", "H", "O", "C", "O", "C", "C", "C", "C", "C", "C", "N", "C", "C", "C", "C", "C", "C", "N", "H", "H", "H", "H", "H", "H", "H", "H", "H", "H", "C", "N", "C", "N", "C", "N", "C", "N", "C", "C", "H", "H", "H", "H", "H", "H", "H", "H", "H", "H", "H", "H", "C", "C", "C", "C", "C", "C", "H", "H", "H", "H", "H"], "xyz": [[-0.213, -0.711, 0.131], [3.414, -0.504, -0.872], [2.606, -1.459, -0.045], [2.287, -1.090, 1.140], [1.558, -2.008, 1.862], [0.893, -1.607, 2.895], [0.550, -0.085, 3.526], [0.168, -3.016, 3.786], [1.579, -4.195, 3.684], [2.702, -3.722, 4.559], [2.671, -3.958, 5.933], [3.669, -3.470, 6.761], [4.714, -2.727, 6.228], [4.754, -2.485, 4.864], [3.760, -2.984, 4.033], [2.227, -2.762, -0.663], [2.912, -3.907, -0.286], [2.624, -5.154, -0.826], [1.599, -5.246, -1.764], [0.892, -4.125, -2.145], [1.156, -2.828, -1.616], [0.477, -1.801, -1.970], [3.762, 0.326, -0.255], [2.802, -0.118, -1.694], [4.270, -1.022, -1.311], [1.862, -4.255, 2.636], [1.172, -5.147, 4.026], [1.840, -4.515, 6.351], [3.623, -3.659, 7.828], [5.489, -2.338, 6.879], [5.559, -1.895, 4.443], [3.785, -2.783, 2.970], [3.706, -3.824, 0.452], [3.188, -6.028, -0.522], [1.352, -6.209, -2.200], [0.093, -4.202, -2.875], [1.462, 2.198, 6.571], [0.849, 3.368, 6.298], [0.691, 4.175, 7.180], [0.382, 3.565, 4.908], [1.010, 2.955, 3.825], [0.538, 3.138, 2.546], [-0.576, 3.942, 2.300], [-1.212, 4.555, 3.396], [-0.726, 4.382, 4.673], [-1.040, 4.007, 0.999], [-1.716, 4.978, 0.550], [-2.327, 4.936, -0.773], [-3.187, 5.961, -1.178], [-3.847, 5.856, -2.387], [-3.624, 4.736, -3.174], [-2.718, 3.789, -2.709], [-2.085, 3.876, -1.555], [1.362, 1.576, 5.832], [1.852, 2.290, 3.966], [0.994, 2.628, 1.711], [-2.127, 5.112, 3.234], [-1.222, 4.835, 5.522], [-1.885, 5.891, 1.135], [-3.336, 6.819, -0.532], [-4.533, 6.629, -2.711], [-4.139, 4.599, -4.115], [-2.499, 2.904, -3.300], [-1.185, -0.045, -3.958], [0.155, 0.535, -3.906], [0.129, 1.852, -4.517], [-0.321, 1.805, -5.922], [-1.655, 1.191, -5.939], [-1.672, -0.144, -5.349], [-0.730, -0.980, -6.093], [0.633, -0.438, -6.078], [1.050, -0.329, -4.664], [0.590, 0.910, -6.642], [-1.873, 0.576, -3.380], [-1.146, -1.038, -3.509], [1.135, 2.280, -4.493], [-0.544, 2.500, -3.950], [-1.992, 1.124, -6.978], [-2.342, 1.834, -5.383], [-1.068, -1.060, -7.132], [-0.713, -1.977, -5.648], [2.066, 0.075, -4.634], [1.044, -1.315, -4.198], [0.270, 0.851, -7.688], [1.597, 1.335, -6.609], [-5.329, -2.285, 1.220], [-4.484, -2.781, 0.236], [-3.470, -1.974, -0.289], [-3.272, -0.662, 0.148], [-4.144, -0.187, 1.135], [-5.160, -0.981, 1.671], [-6.113, -2.912, 1.635], [-4.617, -3.802, -0.123], [-2.834, -2.387, -1.076], [-4.032, 0.831, 1.510], [-5.818, -0.590, 2.447]], "energy_ev": -83462.3711, "charge": -2, "homo_ev": -0.585, "e_above_lowest_kj_mol": 203.8, "e_lumo_ev": 3.240}